Record 1
A 5-piece molecular cluster, C49H59NO20S4 overall at a distorted geometry, computed with ωB97M-V/def2-TZVPD.

```
! wB97M-V def2-TZVPD RIJCOSX def2/J DEFGRID3
* xyz 0 1
C 5.10 -1.56 -1.01
C 4.39 -0.63 -0.74
C 3.54 0.43 -0.28
C 3.91 1.10 0.88
C 3.14 2.12 1.40
C 1.97 2.52 0.77
C 1.18 3.65 1.38
C 1.40 5.05 0.74
C 2.35 5.12 -0.45
C 2.21 6.45 -1.20
C 3.12 6.42 -2.43
O 3.24 7.71 -3.02
C 2.19 8.02 -3.94
C 1.62 9.39 -3.60
C 1.58 1.82 -0.38
C 2.35 0.79 -0.92
C 1.91 0.08 -2.15
O 2.73 -0.36 -2.92
C 0.43 -0.03 -2.36
C -0.33 0.99 -1.82
C -1.71 1.00 -1.94
C -2.31 -0.04 -2.61
C -1.57 -1.09 -3.14
C -2.36 -2.22 -3.79
C -3.60 -2.62 -2.95
C -3.35 -2.85 -1.47
N -4.56 -3.37 -0.83
C -4.39 -4.58 -0.05
C -3.49 -4.52 1.19
C -2.95 -5.73 1.62
C -2.09 -5.83 2.69
C -1.74 -4.68 3.39
C -2.28 -3.48 2.99
C -3.16 -3.39 1.92
O -3.67 -2.13 1.63
C -0.18 -1.09 -3.06
C 0.68 -2.15 -3.72
C 1.07 -3.35 -2.87
C 2.38 -3.44 -2.44
C 2.83 -4.51 -1.69
C 1.96 -5.54 -1.38
C 0.65 -5.48 -1.82
C -0.27 -6.64 -1.52
C 0.20 -4.39 -2.54
C 0.31 2.13 -1.09
O -0.23 3.22 -1.10
H 5.77 -2.37 -1.17
H 4.82 0.83 1.39
H 3.44 2.62 2.30
H 0.13 3.39 1.27
H 1.36 3.71 2.45
H 0.45 5.51 0.48
H 1.84 5.68 1.52
H 2.18 4.33 -1.18
H 3.37 5.02 -0.09
H 2.46 7.30 -0.57
H 1.19 6.50 -1.57
H 4.11 6.06 -2.17
H 2.71 5.70 -3.15
H 2.63 8.02 -4.93
H 1.38 7.29 -3.87
H 2.22 10.18 -4.05
H 1.66 9.52 -2.52
H 0.58 9.48 -3.92
H -2.25 1.81 -1.50
H -3.38 -0.02 -2.70
H -2.75 -1.86 -4.75
H -1.73 -3.07 -4.00
H -4.38 -1.88 -3.08
H -4.01 -3.54 -3.35
H -2.53 -3.55 -1.32
H -3.06 -1.94 -0.95
H -5.04 -2.66 -0.30
H -5.37 -4.99 0.20
H -3.94 -5.31 -0.72
H -3.19 -6.63 1.06
H -1.68 -6.79 2.96
H -1.07 -4.76 4.22
H -2.05 -2.57 3.52
H -4.54 -2.07 2.03
H 0.14 -2.52 -4.59
H 1.59 -1.72 -4.10
H 3.08 -2.65 -2.69
H 3.86 -4.59 -1.36
H 2.32 -6.38 -0.82
H -1.31 -6.39 -1.69
H -0.15 -6.95 -0.48
H 0.02 -7.48 -2.15
H -0.82 -4.36 -2.88
C 2.75 -1.11 4.16
C 4.03 -1.49 4.88
O 4.67 -0.22 5.14
S 3.56 0.90 5.40
O 3.38 1.06 6.79
O 3.83 1.99 4.54
O 2.31 0.08 4.83
H 2.93 -0.88 3.11
H 1.99 -1.88 4.24
H 4.68 -2.11 4.28
H 3.83 -1.97 5.84
C -3.78 7.59 0.11
C -3.49 6.53 1.16
O -2.13 6.76 1.52
S -1.79 8.32 1.44
O -1.90 8.89 2.73
O -0.63 8.48 0.64
O -3.08 8.75 0.59
H -3.37 7.32 -0.86
H -4.84 7.82 0.02
H -3.61 5.52 0.77
H -4.12 6.67 2.05
C 0.82 0.55 10.31
C 0.88 0.29 8.82
O 0.92 -1.14 8.71
S 0.07 -1.80 9.90
O -1.23 -2.12 9.43
O 0.88 -2.77 10.55
O -0.04 -0.49 10.82
H 1.80 0.44 10.78
H 0.40 1.52 10.55
H 1.75 0.73 8.35
H -0.02 0.65 8.32
C -1.26 -5.21 -6.88
C -2.31 -5.69 -7.86
O -3.25 -6.41 -7.04
S -3.33 -5.74 -5.59
O -4.44 -4.87 -5.54
O -3.13 -6.75 -4.61
O -2.00 -4.85 -5.70
H -0.56 -6.01 -6.62
H -0.70 -4.35 -7.24
H -1.91 -6.34 -8.62
H -2.84 -4.85 -8.32
*
```

Values from the calculation:
* structure (SMILES): C#Cc1ccc(CCCCCOCC)c2c1C(=O)c1c(ccc(CCCNCc3ccccc3O)c1Cc1cccc(C)c1)C2=O.O=S1(=O)OCCO1.O=S1(=O)OCCO1.O=S1(=O)OCCO1.O=S1(=O)OCCO1
* DFT total energy: -5054.72094 Ha

=====

Record 2
A 6-piece molecular cluster, CH14NO6 overall at a distorted geometry, computed with ωB97M-V/def2-TZVPD.

```
! wB97M-V def2-TZVPD RIJCOSX def2/J DEFGRID3
* xyz -1 1
N -1.52 0.79 -1.42
C -1.36 -0.51 -0.65
O -0.37 -0.51 0.17
H -1.68 1.76 -0.94
H -0.65 0.95 -1.76
H -2.34 -0.70 -0.09
H -1.38 -1.32 -1.56
H -0.74 0.61 1.16
H -1.70 1.78 2.00
O -0.90 1.35 1.88
H 1.21 -0.50 -1.00
H 1.00 0.19 -2.20
O 1.74 -0.20 -1.82
H 0.87 2.57 0.90
H 1.37 2.36 -0.47
O 1.02 3.00 0.07
H -0.11 -2.54 -0.03
H 1.45 -2.86 -0.48
O 0.67 -3.28 -0.13
H 0.92 -1.39 1.48
H 1.08 -0.32 2.54
O 1.40 -1.23 2.33
*
```

Values from the calculation:
* energy relative to the best compared isomer or geometry (same formula, charge and spin): 45.6 kcal per mole
* DFT total energy: -552.70367 Ha

=====

Record 3
A 3-piece molecular cluster, C6H11NO overall at a distorted geometry, computed with ωB97M-V/def2-TZVPD.

```
! wB97M-V def2-TZVPD RIJCOSX def2/J DEFGRID3
* xyz 0 1
C -2.47 1.46 0.31
C 0.85 1.08 1.10
C 2.50 -0.94 -0.35
C -1.77 0.21 -0.21
C 0.40 0.04 0.17
C 0.43 -1.04 -0.46
N -0.02 -1.97 -1.31
O -2.42 -0.58 -0.87
H 0.03 -2.92 -0.96
H -0.96 -1.73 -1.65
H -2.54 1.40 1.40
H -3.47 1.57 -0.12
H -1.87 2.34 0.04
H 1.24 1.94 0.55
H 0.02 1.41 1.73
H 1.63 0.71 1.76
H 2.81 -1.39 0.59
H 2.65 -1.60 -1.20
H 2.95 0.04 -0.52
*
```

Values from the calculation:
* energy relative to the best compared isomer or geometry (same formula, charge and spin): 142.2 kcal per mole
* DFT total energy: -365.00485 Ha

=====

> The lowest DFT total energy belongs to which entry?

C49H59NO20S4